Record 1
Below is a 2-piece molecular cluster, C2H4N4 overall in a non-equilibrium geometry, with properties calculated with ωB97M-V/def2-TZVPD.

Orbital gap in Eh: 0.374

Atoms and positions in Å:
N 0.233 1.556 1.116
C -0.959 1.082 0.722
N -1.971 0.674 0.322
C -0.526 -1.155 -1.821
N 0.362 -1.105 -1.044
N 1.343 -0.866 -0.303
H 0.992 0.910 0.903
H 0.250 1.963 2.040
H -1.587 -1.326 -1.772
H 1.863 -1.734 -0.163

=====

Record 2
Below is an isolated molecule of C2H4N4 in a non-equilibrium geometry, with properties calculated with ωB97M-V/def2-TZVPD.

SMILES: Cn1ncnn1
Orbital gap in Eh: 0.430

Atoms and positions in Å:
C 0.889 1.684 0.428
C -0.781 -1.254 -0.591
N 0.329 -0.179 1.250
N 0.852 0.953 1.558
N 0.399 0.990 -0.608
N -0.035 -0.173 -0.022
H 1.157 2.660 0.329
H -0.420 -1.607 -1.539
H -0.674 -2.159 -0.001
H -1.717 -0.915 -0.804

=====

Record 3
Below is an isolated molecule of C2H4N4O in a non-equilibrium geometry, with properties calculated with ωB97M-V/def2-TZVPD.

SMILES: Nn1[nH]cnc1=O
Orbital gap in Eh: 0.378

Atoms and positions in Å:
C -1.610 0.268 -0.147
C 0.267 1.126 0.196
H 1.953 0.089 -0.814
H 1.939 -1.208 0.589
H -1.097 -1.403 0.661
H -2.628 0.016 -0.488
N 1.446 -0.906 -0.264
N 0.342 -0.365 0.485
N -0.757 -0.856 -0.181
N -0.996 1.376 0.060
O 1.141 1.863 -0.095

=====

Record 4
Below is an isolated molecule of C2H4N4O in a non-equilibrium geometry, with properties calculated with ωB97M-V/def2-TZVPD.

SMILES: Nn1nncc1O
Orbital gap in Eh: 0.347

Atoms and positions in Å:
C 1.064 -1.205 0.117
C 0.052 -0.390 0.721
H -2.055 1.196 -1.047
H -0.467 1.957 -1.146
H 1.730 -2.132 0.325
H 0.898 0.042 2.606
N -1.295 1.502 -0.503
N -0.584 0.305 -0.333
N -0.115 -0.400 -1.548
N 0.878 -1.112 -1.208
O -0.107 0.238 2.016

=====

Record 5
Below is an isolated molecule of C2H4N4O in a non-equilibrium geometry, with properties calculated with ωB97M-V/def2-TZVPD.

SMILES: Nn1[nH]cnc1=O
Orbital gap in Eh: 0.367

Atoms and positions in Å:
C -0.285 -1.333 -1.008
C 0.357 -0.281 0.786
H -1.275 1.759 0.606
H 0.267 2.513 0.338
H -0.377 0.149 -2.272
H -0.469 -2.027 -1.805
N -0.421 1.898 -0.006
N 0.166 0.685 -0.326
N -0.560 -0.044 -1.313
N 0.229 -1.523 0.141
O 0.692 0.022 1.875

=====

Record 6
Below is an isolated molecule of C2H4N4O in a non-equilibrium geometry, with properties calculated with ωB97M-V/def2-TZVPD.

SMILES: Nn1cc(O)nn1
Orbital gap in Eh: 0.338

Atoms and positions in Å:
C 0.426 -0.602 -0.064
C 1.409 0.253 0.150
H -2.530 0.611 0.986
H -2.803 -0.492 -0.778
H 0.267 -1.690 0.156
H 2.925 -1.030 -0.215
N -2.126 -0.294 0.215
N -0.825 0.240 -0.383
N 0.962 1.522 0.055
N -0.444 1.537 -0.112
O 2.740 -0.056 -0.009

=====

Record 7
Below is an isolated molecule of C2H4N4O, with properties calculated with ωB97M-V/def2-TZVPD.

SMILES: [H]/N=C(\O)N1N=C1N
Orbital gap in Eh: 0.378

Atoms and positions in Å:
N 2.042 0.420 0.495
C 1.152 0.082 -0.444
N 0.885 -0.620 -1.451
N -0.982 -0.322 1.159
C -1.147 -0.031 -0.063
O -2.303 -0.127 -0.738
N -0.100 0.523 -0.850
H 2.814 -0.218 0.629
H 1.629 0.781 1.345
H -1.856 -0.654 1.566
H -2.134 0.164 -1.648

=====

Record 8
Below is an isolated molecule of C2H4N4O in a non-equilibrium geometry, with properties calculated with ωB97M-V/def2-TZVPD.

SMILES: CC(=O)NN1N=N1
Orbital gap in Eh: 0.376

Atoms and positions in Å:
C -0.168 -0.432 -0.016
C -1.657 -0.346 -0.015
N 2.520 -0.260 0.250
N 2.537 0.138 -0.888
N 1.854 0.981 0.178
N 0.515 0.732 0.204
O 0.445 -1.473 -0.150
H -1.962 -0.128 1.043
H -2.152 0.522 -0.583
H -1.951 -1.364 -0.351
H 0.020 1.629 0.328

=====

Record 9
Below is an isolated molecule of C2H4N4O in a non-equilibrium geometry, with properties calculated with ωB97M-V/def2-TZVPD.

Spin multiplicity: 3
Orbital gap (alpha / beta) in Eh: 0.256 / 0.243

Atoms and positions in Å:
C -1.129 1.819 1.466
C -0.039 1.238 0.530
N -2.222 0.918 1.431
N -1.879 -0.110 0.774
N -0.727 -0.018 0.142
N -0.251 -1.111 -0.605
O -1.089 2.898 2.020
H -0.110 1.827 -0.314
H 0.949 1.173 1.002
H -1.095 -1.700 -0.610
H 0.618 -1.606 -0.162

=====

Record 10
Below is an isolated molecule of C2H4N4O in a non-equilibrium geometry, with properties calculated with ωB97M-V/def2-TZVPD.

Spin multiplicity: 3
Orbital gap (alpha / beta) in Eh: 0.241 / 0.313

Atoms and positions in Å:
C -0.369 -0.939 -0.061
C -0.058 0.527 0.070
N -1.448 -1.659 0.094
N -2.860 1.156 -0.514
N -2.577 -0.939 0.505
N -2.671 0.189 0.036
O 0.769 -1.529 -0.572
H 0.979 0.670 0.391
H -0.458 1.057 0.862
H -0.404 1.181 -0.839
H 0.559 -2.408 -0.735

=====

Record 11
Below is C2H4N4O2 as an isolated structure in a non-equilibrium geometry, with properties calculated with ωB97M-V/def2-TZVPD.

Orbital gap in Eh: 0.325

Atoms and positions in Å:
C -0.090 -0.099 -0.963
C -0.664 0.476 1.734
H 1.884 -0.751 -1.443
H -1.584 1.264 -0.970
H -0.320 0.974 2.693
H 0.903 -1.057 1.843
N 0.054 -0.675 -2.098
N -1.300 0.499 -0.276
N -1.172 1.163 0.825
N 0.127 -0.638 1.142
O 1.260 -1.299 -2.405
O 0.901 0.143 -0.081

=====

Record 12
Below is an isolated molecule of C2H4N4O2 in a non-equilibrium geometry, with properties calculated with ωB97M-V/def2-TZVPD.

SMILES: CNn1onnc1=O
Orbital gap in Eh: 0.351

Atoms and positions in Å:
C -0.841 -2.468 0.050
C 0.541 0.579 -0.729
H -0.206 -3.393 0.334
H -1.703 -2.330 0.717
H -1.066 -2.483 -1.090
H 0.897 -1.335 0.836
N 0.166 -1.402 0.226
N -0.283 -0.188 0.106
N -0.387 1.882 0.733
N 0.240 1.884 -0.341
O -0.638 0.555 1.271
O 1.353 0.150 -1.494

=====

Please write out number 4 again, unchanged.
Below is an isolated molecule of C2H4N4O in a non-equilibrium geometry, with properties calculated with ωB97M-V/def2-TZVPD.

SMILES: Nn1nncc1O
Orbital gap in Eh: 0.347

Atoms and positions in Å:
C 1.064 -1.205 0.117
C 0.052 -0.390 0.721
H -2.055 1.196 -1.047
H -0.467 1.957 -1.146
H 1.730 -2.132 0.325
H 0.898 0.042 2.606
N -1.295 1.502 -0.503
N -0.584 0.305 -0.333
N -0.115 -0.400 -1.548
N 0.878 -1.112 -1.208
O -0.107 0.238 2.016